No. 1
Here is 14 unconnected molecules or ions with the total composition C25H71N27O16Si from the OMol25 dataset. Energies are from ωB97M-V with the def2-TZVPD basis set.

The energy is -3967.47649 hartree. As for the highest occupied orbital energy: -8.0 eV. The calculation puts the gap between HOMO and LUMO at 8.07 eV.

ORCA input file:
```
! RIJCOSX wB97M-V def2-TZVPD def2/J DEFGRID3
* xyz 0 1
C 1.84879 5.73463 -4.34893
C 0.53708 6.45066 -4.66069
C -0.52283 6.40051 -3.52318
C 0.00188 5.81091 -2.23887
O -0.96952 6.01836 -1.17531
Si -0.81196 4.92197 0.03901
C 0.94454 4.39474 0.38847
C 1.28750 2.91693 0.30435
C 2.51108 2.54363 0.86343
C 2.93909 1.22659 0.82065
C 2.15511 0.23229 0.24651
C 0.93544 0.58800 -0.31209
C 0.04969 -0.46381 -0.91843
C 0.52805 1.92608 -0.29438
O -1.52526 5.56360 1.46154
N -2.47138 4.69964 2.06943
O -2.01345 3.69364 2.43327
H 1.70393 4.67596 -4.13738
H 2.33858 6.14874 -3.48114
H 2.55745 5.80134 -5.17052
H 0.76720 7.49839 -4.83313
H 0.11656 5.99009 -5.54711
H -1.34534 5.79042 -3.88498
H -0.90094 7.39601 -3.31084
H 0.93631 6.26809 -1.93875
H 0.14790 4.73959 -2.38338
H -1.66935 3.77838 -0.31885
H 1.67807 4.91853 -0.22311
H 1.15222 4.70330 1.41326
H 3.17524 3.25683 1.32756
H 3.89992 0.97492 1.24269
H 2.46056 -0.80158 0.22252
H -0.20449 -0.16330 -1.93230
H -0.89242 -0.51467 -0.37641
H 0.54650 -1.42753 -0.88514
H -0.41438 2.15638 -0.76780
C 1.13310 -4.47022 -1.48544
O 1.38301 -3.42123 -0.89897
N 1.99342 -5.01870 -2.37929
N -0.02840 -5.15811 -1.28099
H 1.82727 -5.88130 -2.86938
H 2.85465 -4.52960 -2.54773
H -0.69113 -4.77881 -0.62806
H -0.25204 -6.01395 -1.75214
C 3.87411 -8.21015 -3.75880
O 2.81310 -7.97406 -3.20255
N 4.08424 -7.93808 -5.07869
N 4.93388 -8.76202 -3.09757
H 4.95051 -8.11308 -5.54938
H 3.32777 -7.52245 -5.58763
H 4.81055 -8.96641 -2.12436
H 5.81540 -8.95849 -3.53014
C -2.11612 -7.72684 0.84408
O -2.48298 -6.60134 0.54609
N -0.86842 -8.19144 0.51886
N -2.91485 -8.59844 1.52292
H -0.53722 -9.10879 0.74608
H -0.26273 -7.56454 0.02219
H -3.84490 -8.28392 1.76124
H -2.62360 -9.51944 1.78747
C 2.75597 -2.73549 3.31019
O 3.62033 -2.78999 4.16617
N 1.70160 -1.86218 3.38142
N 2.75666 -3.53861 2.20229
H 0.98536 -1.80510 2.68012
H 1.66513 -1.23936 4.16751
H 3.51485 -4.18712 2.11108
H 2.06147 -3.49460 1.47698
C 4.99577 4.47718 -1.21029
O 3.85591 4.16234 -1.48975
N 5.30382 5.22129 -0.10549
N 6.06925 4.10565 -1.97914
H 6.23661 5.48527 0.14432
H 4.54211 5.50943 0.47853
H 5.87650 3.55952 -2.79615
H 7.01627 4.35086 -1.76589
C -2.95137 9.15160 -4.69792
O -1.76344 9.41795 -4.65954
N -3.84711 9.65053 -3.79226
N -3.48243 8.32433 -5.64847
H -4.82571 9.43729 -3.80400
H -3.48813 10.25556 -3.07886
H -2.84925 7.93839 -6.32304
H -4.45404 8.08609 -5.69747
C -6.42447 -7.39524 2.80340
O -5.82094 -7.93541 1.89431
N -7.74620 -7.65555 3.06076
N -5.83835 -6.48861 3.63862
H -8.26490 -7.21640 3.79756
H -8.20888 -8.31476 2.46179
H -4.87348 -6.26638 3.47130
H -6.32016 -6.02999 4.38800
C -7.25406 -10.51247 6.37706
O -6.80716 -11.37870 7.10356
N -6.48145 -9.83192 5.47624
N -8.57580 -10.14621 6.40131
H -6.83337 -9.11329 4.87079
H -5.51090 -10.07749 5.43118
H -9.17124 -10.62572 7.04938
H -8.96650 -9.44001 5.80914
C -6.74348 4.52404 0.39980
O -7.91645 4.34385 0.12558
N -6.34344 5.25520 1.48572
N -5.72299 4.01148 -0.35213
H -5.38184 5.40761 1.72771
H -7.06246 5.64632 2.06331
H -5.96963 3.46371 -1.15392
H -4.75359 4.15199 -0.13796
C -1.50163 -3.17596 5.73210
O -1.76681 -1.98865 5.67412
N -0.36401 -3.70325 5.19631
N -2.33223 -4.07923 6.34912
H -0.13000 -4.67637 5.23609
H 0.26774 -3.06781 4.73834
H -3.17349 -3.72031 6.75803
H -2.13344 -5.05843 6.41589
C 5.15912 -2.95452 -4.39651
O 5.12296 -4.15756 -4.19553
N 5.20980 -2.42497 -5.65734
N 5.14286 -2.04221 -3.38098
H 5.23409 -1.44140 -5.84482
H 5.21794 -3.06900 -6.42462
H 5.09584 -2.39663 -2.44400
H 5.15929 -1.05082 -3.52390
C 3.99044 2.86166 4.56537
O 4.56687 2.56459 3.53665
N 2.64874 2.65037 4.72781
N 4.63137 3.42827 5.63587
H 2.14477 2.88193 5.56189
H 2.15644 2.23955 3.95462
H 5.61594 3.59013 5.54547
H 4.17148 3.67580 6.49032
C 2.59838 9.02953 -2.83860
O 3.11973 7.94241 -2.65618
N 3.21024 10.02229 -3.55559
N 1.35730 9.33712 -2.35752
H 2.79601 10.91792 -3.72682
H 4.11848 9.82322 -3.92899
H 0.87390 8.62677 -1.83956
H 0.90159 10.21496 -2.51669
*
```

Atom charges from the Mulliken analysis, given in e for atoms 1 to 4:
1 C -1.19
2 C -0.24
3 C -0.29
4 C -0.36



No. 2
Here is 4 unconnected molecules or ions with the total composition C25H72BN11O6P3 from the OMol25 dataset. Energies are from ωB97M-V with the def2-TZVPD basis set.

The energy is -3097.83181 hartree. As for the highest occupied orbital energy: -9.2 eV. The calculation puts the gap between HOMO and LUMO at 6.04 eV.

ORCA input file:
```
! RIJCOSX wB97M-V def2-TZVPD def2/J DEFGRID3
* xyz 1 1
C 1.56341 6.69280 3.18957
C 0.98965 7.57162 1.90928
C 1.80409 7.21515 0.53016
C 0.87859 6.31555 -0.53365
C 0.72111 4.84394 0.11587
N 1.20502 3.66913 -0.68654
C 2.48606 3.99252 -1.47339
O 3.49164 4.43799 -0.49668
B 4.84469 3.94057 -0.81220
O 5.64177 4.28695 -2.01087
O 5.46805 3.04009 0.22119
C 2.01057 5.18395 -2.53466
N 1.52460 6.44203 -1.87364
H 0.87702 5.74942 3.28900
H 1.46516 7.36634 4.14246
H 2.68247 6.36602 3.08196
H -0.14679 7.37086 1.69850
H 1.22821 8.70303 2.15925
H 2.17690 8.22487 0.07118
H 2.78262 6.59374 0.80769
H -0.18594 6.85518 -0.52339
H 1.26724 4.78947 1.17112
H -0.43192 4.66423 0.36372
H 0.47305 3.42590 -1.38917
H 2.80863 3.08324 -2.13936
H 6.09072 5.16864 -1.75626
H 5.18896 3.47423 1.10328
H 2.81916 5.37561 -3.38975
H 1.07495 4.71714 -3.11101
H 2.36827 7.08422 -1.77688
H 0.86523 6.96912 -2.51985
O -1.66857 6.18541 5.50675
P -2.74446 5.27736 6.15106
N -1.63738 4.76267 7.37071
C -1.55686 3.46585 8.02961
C -1.27570 5.81081 8.33345
N -2.64338 4.13841 4.84206
C -2.21099 2.75609 4.98423
C -2.13153 4.63430 3.55404
N -3.98136 4.23343 6.89179
C -5.14762 3.98372 6.00468
C -4.58285 4.85115 8.09768
H -2.38027 3.27998 8.72700
H -0.62935 3.37582 8.61045
H -1.51105 2.63062 7.33726
H -2.09804 6.03647 9.01931
H -1.00720 6.74156 7.82845
H -0.40614 5.53022 8.93755
H -1.13986 2.68307 5.18847
H -2.41349 2.18571 4.06835
H -2.77631 2.22717 5.75551
H -1.03855 4.73077 3.56985
H -2.57090 5.60535 3.30337
H -2.39744 3.96256 2.73042
H -5.59789 4.92647 5.67212
H -5.91202 3.39103 6.51994
H -4.89461 3.39949 5.11646
H -4.94274 5.85899 7.88499
H -3.87540 4.90899 8.92821
H -5.41779 4.24772 8.48074
O -0.81428 -0.93071 -0.15083
P -0.58769 -0.91518 -1.68238
N -0.41682 -2.63211 -1.71504
C 0.42332 -3.44061 -2.58845
C -1.65887 -3.36392 -1.43573
N 1.00164 -0.23734 -1.49395
C 2.23328 -0.90135 -1.89409
C 1.27771 0.50005 -0.25020
N -0.32719 -0.89733 -3.44313
C -0.00422 0.45227 -3.97579
C -1.54603 -1.28800 -4.19101
H 0.06777 -3.47648 -3.62344
H 0.47033 -4.48027 -2.23821
H 1.46220 -3.12505 -2.60331
H -2.36279 -3.30738 -2.27172
H -2.16685 -2.96663 -0.55395
H -1.47279 -4.42330 -1.22858
H 2.46954 -1.74784 -1.24448
H 3.08303 -0.20730 -1.85647
H 2.20341 -1.22641 -2.93700
H 1.45790 -0.18504 0.58787
H 0.44639 1.16492 0.00608
H 2.15767 1.14473 -0.35206
H -0.77730 1.17929 -3.70026
H 0.08597 0.43122 -5.06781
H 0.95767 0.83400 -3.62459
H -2.40630 -0.69429 -3.87807
H -1.79218 -2.34388 -4.05626
H -1.40494 -1.16798 -5.27437
O -0.28108 -6.81621 -4.55841
P -0.08704 -8.18480 -3.86089
N 1.62702 -8.07118 -4.02575
C 2.58891 -9.14612 -4.22978
C 2.24235 -7.03181 -3.19067
N -0.68826 -9.03826 -5.25053
C 0.09315 -9.97571 -6.04334
C -1.56114 -8.29470 -6.17361
N 0.13603 -9.75820 -3.05897
C -1.11283 -10.56057 -2.98135
C 0.54645 -9.60872 -1.64238
H 2.73585 -9.77279 -3.34401
H 3.57613 -8.74620 -4.49664
H 2.33981 -9.79775 -5.06189
H 2.25174 -7.31082 -2.13254
H 1.70614 -6.08362 -3.27340
H 3.27563 -6.82446 -3.48923
H 0.86202 -9.46942 -6.63230
H -0.54854 -10.52894 -6.74144
H 0.54667 -10.75549 -5.42650
H -0.97949 -7.62649 -6.82119
H -2.30132 -7.70313 -5.62498
H -2.13431 -8.97103 -6.81732
H -1.91356 -9.99547 -2.48980
H -0.94689 -11.49101 -2.42651
H -1.47882 -10.88168 -3.95973
H -0.13225 -8.94493 -1.10456
H 1.55998 -9.21238 -1.54601
H 0.57461 -10.58092 -1.13050
*
```

Atom charges from the Mulliken analysis, given in e for atoms 1 to 4:
1 C -0.62
2 C -0.32
3 C -0.71
4 C -0.20



- Which value of energy does entry 2 give?
  -3097.83181 hartree